ORCA calculation (the ωB97M-V functional and the def2-TZVPD basis) on one molecule with the formula C21H22FN5.

For the total energy, the calculation gives -32301.6662 eV. The SMILES is Cn1cc(CNCCCn2ncc3ccccc32)c(-c2ccccc2F)n1. The largest force on an atom is 0.8 eV/A. Its energy relative to the best compared isomer or geometry (same formula, charge and spin) is 0.4 kcal per mole. The calculation puts the HOMO energy at -8.23 eV.

ORCA input file:
```
! wB97M-V def2-TZVPD RIJCOSX def2/J DEFGRID3
* xyz 0 1
C -4.69 -0.96 4.38
N -3.84 -0.74 3.25
C -3.59 -1.58 2.23
C -2.71 -0.95 1.38
C -2.48 0.30 1.99
N -3.18 0.40 3.11
C -1.65 1.40 1.51
C -0.31 1.23 1.18
C 0.47 2.25 0.67
C -0.09 3.50 0.50
C -1.41 3.72 0.86
C -2.18 2.68 1.35
H -3.21 2.84 1.63
H -1.85 4.70 0.74
H 0.50 4.31 0.10
H 1.51 2.06 0.42
F 0.28 0.03 1.39
C -2.16 -1.46 0.09
N -1.15 -2.48 0.33
H -0.50 -2.15 1.04
C -0.40 -2.87 -0.85
C 0.41 -1.73 -1.50
H 0.73 -1.05 -0.71
H -0.21 -1.18 -2.20
C 1.65 -2.23 -2.23
N 2.40 -1.11 -2.75
C 3.07 -0.17 -2.03
C 3.35 -0.04 -0.67
C 4.06 1.07 -0.28
C 4.50 2.03 -1.20
C 4.25 1.91 -2.54
C 3.52 0.80 -2.97
C 3.05 0.31 -4.22
N 2.38 -0.81 -4.05
H 3.16 0.73 -5.19
H 4.59 2.65 -3.25
H 5.06 2.88 -0.83
H 4.29 1.20 0.77
H 3.02 -0.78 0.04
H 2.29 -2.80 -1.55
H 1.38 -2.85 -3.09
H -1.11 -3.30 -1.57
H 0.28 -3.67 -0.53
H -1.77 -0.60 -0.48
H -2.96 -1.92 -0.50
H -4.04 -2.55 2.17
H -4.33 -1.81 4.97
H -4.66 -0.06 5.00
H -5.72 -1.15 4.07
*
```

Atomic partial charges in e from the natural (NBO) method, atoms 1 to 5: -0.41, -0.15, -0.03, -0.12, 0.10